1.
Density functional theory data (the ωB97M-V functional and the def2-TZVPD basis) for C47H48N10O2S4SiY as an isolated structure at a distorted geometry.

Last column: Mulliken charge in e.
Cartesian coordinates (Å):
Y -0.719 0.224 0.492  -0.405
C -4.090 0.076 1.776  -1.364
N -2.934 0.520 2.547  1.669
C -2.717 -0.355 3.739  -0.876
C -1.575 0.060 4.656  -1.594
N -0.413 -0.840 4.516  1.524
C -0.698 -2.110 5.176  -1.900
C 0.878 -0.279 4.727  -0.693
C 1.726 -0.740 5.742  -0.233
C 3.025 -0.286 5.859  -0.974
C 3.465 0.696 4.984  -0.763
C 2.625 1.287 4.061  -0.582
C 1.349 0.799 3.898  0.264
S 0.415 1.613 2.662  -0.042
C -2.949 1.935 2.844  -0.354
C -3.154 2.444 4.140  -0.409
C -3.111 3.795 4.441  -0.717
C -2.832 4.709 3.439  -1.032
C -2.582 4.214 2.173  -0.347
C -2.649 2.831 1.822  0.532
S -2.280 2.448 0.107  -0.374
H -5.002 0.238 2.363  0.293
H -3.964 -1.008 1.556  0.323
H -4.170 0.608 0.855  0.390
H -2.474 -1.304 3.262  0.643
H -3.714 -0.465 4.255  -0.117
H -1.930 0.073 5.687  0.078
H -1.263 1.103 4.482  0.911
H -0.936 -1.932 6.210  0.439
H 0.127 -2.855 5.110  0.353
H -1.605 -2.524 4.694  0.545
H 1.327 -1.479 6.403  0.480
H 3.667 -0.530 6.696  0.369
H 4.431 1.153 5.129  0.378
H 2.951 2.095 3.379  0.364
H -3.408 1.717 4.925  0.278
H -3.403 4.042 5.465  0.365
H -2.800 5.773 3.648  0.382
H -2.321 4.899 1.328  0.362
N 0.528 -3.086 -6.087  -0.501
C -0.473 -2.859 -5.158  0.823
C -1.282 -3.851 -4.611  -0.833
C -2.249 -3.522 -3.663  -0.012
C -2.558 -2.182 -3.396  -1.050
C -1.835 -1.198 -4.056  -0.414
C -0.784 -1.504 -4.878  -0.173
S -3.598 -1.723 -1.978  1.396
O -4.036 -0.375 -2.200  -0.716
O -4.592 -2.732 -1.794  -0.731
N -2.556 -1.520 -0.716  0.159
C -2.124 -2.603 -0.038  -0.400
N -1.392 -2.249 1.089  1.219
C -0.988 -3.228 1.863  -0.349
C -1.176 -4.565 1.567  -1.232
C -1.890 -4.845 0.386  -0.616
N -2.360 -3.907 -0.396  -0.464
H 1.016 -3.974 -5.972  0.277
H 1.159 -2.297 -6.288  0.287
H -1.092 -4.911 -4.813  0.274
H -2.810 -4.281 -3.128  0.448
H -2.070 -0.153 -3.888  0.227
H -0.195 -0.711 -5.395  0.189
H -0.564 -2.894 2.789  0.434
H -0.903 -5.363 2.214  0.520
H -2.047 -5.872 0.092  0.412
C 1.563 -3.923 -2.936  -0.942
C 2.025 -3.612 -1.575  0.689
N 2.915 -4.275 -0.907  -0.996
N 3.019 -3.570 0.268  0.347
C 2.217 -2.502 0.332  -0.894
S 1.901 -1.436 1.580  -0.053
N 1.584 -2.512 -0.886  0.958
N 0.577 -1.609 -1.285  1.695
H 2.242 -4.639 -3.421  0.415
H 1.549 -3.066 -3.579  0.038
H 0.517 -4.254 -2.924  0.188
H 3.723 -3.782 0.959  0.233
H -0.217 -2.168 -1.596  -0.698
H 0.832 -1.020 -2.065  -0.744
C -1.037 2.757 -5.694  -0.726
C -1.823 2.371 -4.629  -0.467
C -1.258 2.138 -3.359  -0.287
C 0.083 2.302 -3.127  0.406
C 0.855 2.623 -4.238  0.168
C 0.332 2.877 -5.501  -0.739
Si 0.751 1.855 -1.340  1.574
C 2.465 0.985 -1.624  0.746
C 2.883 0.226 -2.743  -0.080
C 4.071 -0.516 -2.758  -0.560
C 4.920 -0.475 -1.678  -0.706
C 4.577 0.307 -0.597  -0.450
C 3.375 0.998 -0.539  -0.733
C 1.369 3.554 -0.741  0.451
C 2.544 4.099 -1.298  0.298
C 3.130 5.297 -0.865  -1.011
C 2.494 6.029 0.121  -0.509
C 1.331 5.493 0.681  -0.648
C 0.826 4.264 0.304  0.658
H -1.463 2.960 -6.629  0.463
H -2.888 2.188 -4.737  0.441
H -1.915 1.809 -2.570  0.154
H 1.948 2.683 -4.182  0.163
H 1.049 3.217 -6.244  0.408
H 2.166 0.196 -3.582  0.334
H 4.338 -1.155 -3.590  0.429
H 5.842 -1.057 -1.638  0.355
H 5.239 0.418 0.279  0.340
H 3.184 1.485 0.413  0.218
H 3.034 3.619 -2.147  0.097
H 3.948 5.748 -1.388  0.402
H 2.906 6.942 0.502  0.394
H 0.889 6.029 1.523  0.376
H -0.034 3.866 0.862  -0.530

The relative energy (zero: lowest compared OMol25 entry of this formula, charge and spin) is 0.0 kcal/mol. As for the spin multiplicity: 1. The maximum force comes out at 1.99 eV/A. As for the highest occupied orbital energy: -0.1639 Eh. The charge is -1. For the HOMO-LUMO gap, the calculation gives 6.5 eV.

2.
Density functional theory data (the ωB97M-V functional and the def2-TZVPD basis) for one molecule with the formula C5H7N at a distorted geometry.

Last column: Mulliken charge in e.
Cartesian coordinates (Å):
C 1.325 2.068 -1.221  0.121
C 0.840 1.234 -0.494  -0.889
C 0.369 0.205 0.425  0.248
C -1.155 0.120 0.597  -0.537
C 0.328 -1.268 -0.014  -0.475
H 1.797 2.766 -1.938  0.396
H 0.838 0.324 1.439  0.229
H -1.563 0.514 1.570  0.270
H -1.606 0.536 -0.316  0.326
H -1.643 -1.857 0.040  0.219
H 0.363 -1.346 -1.130  0.291
H 1.089 -1.936 0.428  0.264
N -0.982 -1.360 0.616  -0.464

The relative energy (zero: lowest compared OMol25 entry of this formula, charge and spin) is 70.7 kcal/mol. As for the spin multiplicity: 1. The maximum force comes out at 1.62 eV/A. As for the highest occupied orbital energy: -0.3415 Eh. Its SMILES is C#CC1CNC1. For the HOMO-LUMO gap, the calculation gives 10.4 eV.

3.
Density functional theory data (the ωB97M-V functional and the def2-TZVPD basis) for one molecule with the formula C4H3N3S at a distorted geometry.

Last column: Mulliken charge in e.
Cartesian coordinates (Å):
C 1.974 -0.174 -0.017  -0.116
C 1.491 1.173 -0.005  -0.120
C -0.149 -0.170 0.015  0.411
C -1.437 -0.729 0.016  -0.183
N 0.946 -0.990 0.001  -0.558
N -2.536 -0.085 -0.014  -0.104
N 0.179 1.155 0.016  -0.563
S -4.054 0.063 -0.006  -0.029
H 2.989 -0.517 -0.033  0.404
H 2.041 2.092 -0.007  0.430
H -1.443 -1.819 0.034  0.427

The relative energy (zero: lowest compared OMol25 entry of this formula, charge and spin) is 55.4 kcal/mol. As for the spin multiplicity: 1. The maximum force comes out at 1.12 eV/A. As for the highest occupied orbital energy (spin up / spin down): -0.3108 / -0.3242 Eh. Its SMILES is S=NC=C1N=CC=N1. For the HOMO-LUMO gap (spin up / spin down), the calculation gives 7.0 / 6.2 eV.

4.
Density functional theory data (the ωB97M-V functional and the def2-TZVPD basis) for a 2-piece molecular cluster, C21H27N4 overall at a distorted geometry.

Last column: Mulliken charge in e.
Cartesian coordinates (Å):
C -5.839 -1.478 2.361  -1.029
N -5.191 -0.808 3.471  0.126
C -5.857 -0.922 4.758  -0.938
C -3.924 -0.259 3.324  0.354
C -3.714 1.088 3.730  -0.500
C -2.512 1.692 3.441  -0.577
C -1.404 0.926 2.957  0.904
C -0.140 1.577 2.825  -0.216
C 1.099 0.892 2.987  0.070
C 2.255 1.495 2.442  -0.831
C 3.502 0.956 2.646  -1.222
C 3.669 -0.186 3.485  0.832
N 4.891 -0.805 3.549  0.099
C 5.336 -1.570 4.706  -1.096
C 5.747 -0.808 2.387  -0.923
C 2.534 -0.708 4.175  -0.542
C 1.268 -0.263 3.843  -0.756
C -1.598 -0.437 2.613  -0.543
C -2.867 -0.986 2.703  -0.695
H -5.568 -0.946 1.438  0.338
H -5.528 -2.529 2.269  0.321
H -6.928 -1.444 2.501  0.335
H -5.481 -0.167 5.458  0.334
H -6.936 -0.775 4.612  0.293
H -5.734 -1.929 5.197  0.298
H -4.509 1.611 4.289  0.404
H -2.339 2.742 3.723  0.409
H -0.118 2.669 2.939  0.395
H 2.134 2.420 1.882  1.112
H 4.372 1.439 2.198  0.426
H 5.000 -1.094 5.645  0.371
H 4.998 -2.621 4.675  0.342
H 6.435 -1.597 4.723  0.334
H 5.414 -0.020 1.720  0.292
H 6.789 -0.638 2.650  0.328
H 5.679 -1.764 1.854  0.314
H 2.672 -1.471 4.961  0.410
H 0.395 -0.728 4.329  0.470
H -0.750 -1.047 2.309  0.567
H -3.039 -2.022 2.398  0.332
C 1.271 3.066 -2.444  -0.806
N 0.509 2.995 -1.209  0.080
C 0.913 2.359 -0.065  -0.514
N 0.008 2.525 0.886  -0.028
C -1.017 3.262 0.346  -0.674
C -0.737 3.568 -0.970  -0.264
H 0.721 3.676 -3.169  0.291
H 2.255 3.508 -2.251  0.324
H 1.402 2.055 -2.839  0.323
H 1.869 1.849 0.007  0.487
H -1.869 3.543 0.936  0.429
H -1.292 4.135 -1.715  0.411

The relative energy (zero: lowest compared OMol25 entry of this formula, charge and spin) is 41.5 kcal/mol. As for the spin multiplicity: 1. The maximum force comes out at 1.63 eV/A. As for the highest occupied orbital energy: -0.3734 Eh. The charge is +1. For the HOMO-LUMO gap, the calculation gives 6.6 eV.

5.
Density functional theory data (the ωB97M-V functional and the def2-TZVPD basis) for one molecule with the formula C4H10O2 at a distorted geometry.

Last column: Mulliken charge in e.
Cartesian coordinates (Å):
C 1.656 -1.679 0.618  -1.143
C 0.269 -1.252 0.097  -0.208
O -0.242 -0.012 0.640  -0.490
C -1.388 0.643 -0.050  -0.392
C -0.916 2.053 -0.501  -0.353
O 0.419 1.803 -0.840  -0.580
H 2.458 -0.982 0.348  0.322
H 1.917 -2.643 0.149  0.354
H 1.691 -1.842 1.700  0.297
H -0.441 -2.047 0.349  0.354
H 0.334 -1.161 -0.995  0.295
H -2.195 0.645 0.682  0.348
H -1.673 0.094 -0.958  0.270
H -1.023 2.826 0.284  0.210
H -1.479 2.452 -1.369  0.297
H 0.614 1.101 -0.154  0.419

The relative energy (zero: lowest compared OMol25 entry of this formula, charge and spin) is 38.2 kcal/mol. As for the spin multiplicity: 1. The maximum force comes out at 1.23 eV/A. As for the highest occupied orbital energy: -0.3608 Eh. Its SMILES is CCOCCO. For the HOMO-LUMO gap, the calculation gives 10.9 eV.

6.
Density functional theory data (the ωB97M-V functional and the def2-TZVPD basis) for an isolated ion of composition C7H14N5 and charge +1 at a distorted geometry.

Last column: Mulliken charge in e.
Cartesian coordinates (Å):
C 3.314 -0.208 0.805  -0.093
C 2.466 0.850 -0.850  -0.035
C -1.932 -0.605 0.119  -0.568
C -1.919 0.618 1.009  -1.003
C -1.455 2.607 -0.377  -0.323
C 0.198 -0.051 -0.703  -1.045
C -0.396 -2.399 -0.365  -1.014
N 3.583 0.661 -0.151  -0.522
N 2.008 -0.637 0.698  -0.358
N 1.498 0.024 -0.391  0.476
N -0.578 -1.029 0.099  0.052
N -1.073 1.698 0.432  0.034
H 3.982 -0.800 1.487  0.335
H 2.346 1.518 -1.696  0.415
H -2.581 -1.363 0.591  0.527
H -2.289 -0.412 -0.851  0.400
H -2.848 1.004 1.180  0.521
H -1.519 0.291 1.953  0.350
H -0.673 3.273 -0.743  0.322
H -2.515 2.631 -0.802  0.273
H -0.240 0.412 -1.503  0.730
H 0.158 -3.006 0.418  0.207
H -1.368 -2.905 -0.686  0.450
H 0.183 -2.295 -1.341  0.299
H -0.165 1.756 0.735  0.335
H 1.814 -1.633 0.932  0.235

The relative energy (zero: lowest compared OMol25 entry of this formula, charge and spin) is 97.7 kcal/mol. As for the spin multiplicity: 1. The maximum force comes out at 4.65 eV/A. As for the highest occupied orbital energy (spin up / spin down): -0.3705 / -0.3659 Eh. The charge is +1. For the HOMO-LUMO gap (spin up / spin down), the calculation gives 5.9 / 5.5 eV.

> What is the spin multiplicity in the second record?

1